(1)
Entry from OMol25: 2 unconnected molecules or ions with the total composition C8H25N8O2P2 (the ωB97M-V functional and the def2-TZVPD basis).

Atoms and positions in Å:
P: 2.532 2.859 -4.104
P: -0.444 -1.433 0.769
O: 0.466 -0.954 -0.380
O: 3.106 1.328 -4.341
N: -1.095 1.972 -2.556
N: -1.658 -1.857 1.923
N: 0.233 1.747 -2.630
N: 3.323 3.435 -2.690
N: -0.166 3.416 -4.010
N: 0.505 -2.842 1.164
N: -2.493 3.538 -3.716
N: -0.004 -0.044 1.736
C: -2.811 -0.966 2.039
C: 0.773 2.608 -3.485
C: 1.161 -3.465 0.012
C: -0.496 1.237 1.261
C: -1.640 -2.902 2.929
C: 1.470 -2.848 2.254
C: -1.315 2.982 -3.419
C: 0.314 -0.002 3.150
H: -1.777 1.466 -2.014
H: 2.274 -2.116 2.099
H: 1.130 -0.667 3.410
H: 1.452 -4.489 0.256
H: 4.228 2.986 -2.591
H: 1.924 -3.838 2.335
H: -3.044 -0.503 1.080
H: -2.632 -0.172 2.773
H: -0.317 1.344 0.186
H: -1.575 1.354 1.431
H: -2.564 4.497 -4.005
H: -3.706 -1.506 2.349
H: -3.322 2.971 -3.676
H: -2.657 -3.177 3.223
H: -1.122 -2.563 3.829
H: -1.186 -3.820 2.567
H: 2.065 -2.927 -0.294
H: 1.007 -2.678 3.223
H: 0.673 0.991 3.421
H: 0.013 2.075 1.737
H: 3.430 4.435 -2.797
H: 3.262 1.247 -5.288
H: 0.732 1.020 -2.120
H: 0.494 -3.518 -0.847
H: -0.541 -0.219 3.807

Output
Net charge: +1
HOMO energy, eV: -10.395
Lowest unoccupied orbital energy, eV: -3.21
Kohn-Sham gap, eV: 7.182

Atom charges from the Löwdin analysis, given in e for atoms 1 to 2: number 1, P, carries 0.86; number 2, P, carries 0.77



(2)
Entry from OMol25: C8H10N2OS in the gas phase (the ωB97M-V functional and the def2-TZVPD basis).

Atoms and positions in Å:
S: 2.536 0.312 0.147
O: 3.243 -0.015 -1.131
N: 0.014 1.731 -0.263
N: 1.448 -3.027 0.612
C: -1.607 -0.082 -0.988
C: -0.649 0.631 -0.593
C: -1.640 -1.553 -0.741
C: -0.625 -2.271 -0.201
C: 0.672 -1.895 0.210
C: 1.134 -0.643 0.198
C: 1.357 1.874 -0.564
C: -0.352 2.203 1.054
H: 1.515 1.629 -1.543
H: -2.563 -2.012 -1.105
H: 0.144 3.208 1.462
H: -0.720 -3.376 0.036
H: 1.811 2.888 -0.350
H: -1.420 2.378 1.077
H: -0.046 1.344 1.678
H: 2.344 -2.850 1.132
H: -2.576 0.210 -1.252
H: 0.961 -3.819 0.974

Output
HOMO energy, eV: -7.901
Lowest unoccupied orbital energy, eV: 0.18
Kohn-Sham gap, eV: 8.081

Atom charges from the Löwdin analysis, given in e for atoms 1 to 2: number 1, S, carries 0.88; number 2, O, carries -0.57



(3)
Entry from OMol25: 2 unconnected molecules or ions with the total composition C4H3NO2 (the ωB97M-V functional and the def2-TZVPD basis).

Atoms and positions in Å:
O: -1.072 1.610 -0.028
O: -2.176 -0.193 0.951
N: 0.124 -1.637 0.334
C: 1.663 1.188 -0.868
C: 2.557 1.855 -1.335
C: 0.020 -0.432 -0.089
C: -1.274 0.360 0.377
H: -0.129 1.609 -0.278
H: 0.911 -2.299 0.084
H: -0.625 -2.060 0.852

Output
HOMO energy (spin up / spin down), eV: -9.435 / -9.985
Lowest unoccupied orbital energy (spin up / spin down), eV: -2.04 / -1.76
Kohn-Sham gap (spin up / spin down), eV: 7.394 / 8.223

Atom charges from the Löwdin analysis, given in e for atoms 1 to 2: number 1, O, carries 0.11; number 2, O, carries 0.12



(4)
Entry from OMol25: C5H10O in the gas phase (the ωB97M-V functional and the def2-TZVPD basis).

Atoms and positions in Å:
O: -0.972 1.573 -0.887
C: 1.354 -1.056 0.438
C: -2.012 -0.194 0.263
C: -0.738 0.241 -0.447
C: 0.478 0.162 0.452
C: 1.858 0.234 -0.141
H: -0.197 1.850 -1.390
H: 2.623 0.779 0.407
H: -0.561 -0.413 -1.320
H: -2.878 0.162 -0.304
H: 1.955 0.300 -1.223
H: 1.778 -1.403 1.376
H: -2.062 0.240 1.268
H: 0.344 0.659 1.413
H: -2.071 -1.283 0.353
H: 1.102 -1.852 -0.259

Output
HOMO energy, eV: -10.154
Lowest unoccupied orbital energy, eV: 1.04
Kohn-Sham gap, eV: 11.197

Atom charges from the Löwdin analysis, given in e for atoms 1 to 2: number 1, O, carries -0.04; number 2, C, carries -0.12



(5)
Entry from OMol25: C4H6O2 in the gas phase (the ωB97M-V functional and the def2-TZVPD basis).

Atoms and positions in Å:
O: -0.748 -0.502 1.570
O: 1.212 -1.898 -1.039
C: 1.340 0.150 0.393
C: -0.231 -0.138 0.311
C: -0.928 0.672 -0.732
C: 0.852 -0.974 -0.359
H: 1.665 1.050 0.027
H: 1.794 -0.001 1.344
H: -1.417 1.418 -0.212
H: -0.315 1.029 -1.447
H: -1.478 -0.981 1.268
H: -1.745 0.175 -1.123

Output
HOMO energy, eV: -9.002
Lowest unoccupied orbital energy, eV: 0.71
Kohn-Sham gap, eV: 9.713

Atom charges from the Löwdin analysis, given in e for atoms 1 to 2: number 1, O, carries 0.06; number 2, O, carries 0.13



(6)
Entry from OMol25: a molecular structure, C24H76F2N7O15PbS2 (the ωB97M-V functional and the def2-TZVPD basis).

Atoms and positions in Å:
Pb: -20.610 20.719 -1.811
S: -17.160 19.614 -2.784
S: -17.677 19.073 -0.569
F: -18.582 19.518 0.718
F: -18.267 19.873 -3.952
O: -16.786 18.256 -3.100
O: -16.954 13.448 -2.555
O: -13.052 19.152 -2.240
O: -18.104 17.663 -0.727
O: -16.618 19.796 5.313
O: -20.902 18.907 -3.894
O: -20.657 16.462 -0.160
O: -16.173 20.660 -3.088
O: -18.998 16.388 6.645
O: -15.817 19.852 -7.765
O: -19.642 22.587 -0.382
O: -19.469 22.427 -3.497
O: -16.335 19.346 -0.055
O: -16.881 22.550 -0.541
O: -22.290 20.610 0.897
N: -21.909 18.700 -1.235
N: -18.267 20.058 -1.545
N: -16.578 22.539 -5.160
N: -14.634 20.669 2.321
N: -13.318 13.052 -2.247
N: -20.758 15.708 4.159
N: -14.059 21.934 -1.681
C: -15.590 20.510 4.588
C: -15.610 20.048 3.105
C: -12.099 22.371 -0.380
C: -22.964 19.383 0.888
C: -19.492 17.360 5.671
C: -15.418 18.543 3.008
C: -16.044 18.408 -7.998
C: -17.772 14.581 -2.681
C: -12.715 21.389 -1.456
C: -13.338 17.725 -2.018
C: -16.593 20.063 6.747
C: -15.515 13.716 -2.689
C: -15.857 21.811 -6.220
C: -12.826 19.958 -1.046
C: -23.151 18.937 -0.594
C: -14.835 12.719 -0.509
C: -19.678 16.623 4.308
C: -16.489 20.434 -6.625
C: -14.349 21.813 -5.834
C: -21.614 20.755 2.164
C: -23.974 17.695 -0.802
C: -14.696 12.614 -2.042
C: -18.898 16.779 8.013
C: -19.708 17.576 3.155
H: -14.114 21.284 -4.911
H: -14.636 20.353 1.362
H: -15.370 17.929 -8.708
H: -20.719 20.153 2.323
H: -14.210 13.479 -0.039
H: -12.596 12.346 -2.225
H: -21.108 19.046 -4.818
H: -20.822 17.957 -3.806
H: -14.025 22.854 -5.853
H: -12.284 21.447 -2.455
H: -18.810 14.375 -2.943
H: -15.255 14.685 -2.263
H: -11.704 23.286 -0.821
H: -17.107 18.250 -8.181
H: -16.547 21.135 6.937
H: -14.612 20.421 5.061
H: -14.068 22.813 -2.178
H: -23.832 17.289 -1.803
H: -18.738 22.825 -0.591
H: -16.145 23.438 -5.007
H: -21.681 17.907 -0.652
H: -16.538 19.761 -5.769
H: -15.939 22.219 -7.227
H: -13.852 17.276 -2.868
H: -14.569 21.281 -2.259
H: -15.973 22.321 -0.340
H: -19.941 17.124 2.191
H: -16.405 18.124 3.200
H: -17.535 20.486 -6.927
H: -22.065 18.138 -2.059
H: -12.834 22.650 0.375
H: -11.880 19.702 -0.568
H: -18.581 17.817 8.122
H: -18.743 18.071 3.048
H: -22.435 18.613 1.450
H: -15.300 13.900 -3.742
H: -16.405 22.020 -4.311
H: -23.713 19.700 -1.131
H: -13.332 13.316 -3.222
H: -14.499 21.669 2.363
H: -23.897 19.578 1.416
H: -20.456 18.361 3.266
H: -18.761 16.049 4.171
H: -16.553 20.313 2.628
H: -19.778 16.376 -0.531
H: -14.990 11.652 -2.461
H: -13.668 19.810 -0.370
H: -15.826 21.573 4.650
H: -21.639 16.198 4.213
H: -25.033 17.902 -0.647
H: -19.758 23.272 -3.843
H: -22.268 20.702 3.035
H: -17.455 15.314 -3.423
H: -17.271 21.733 -0.854
H: -15.111 18.216 2.015
H: -14.022 17.647 -1.173
H: -15.647 19.702 7.152
H: -15.855 12.950 -0.200
H: -23.781 16.869 -0.117
H: -19.962 23.312 0.156
H: -17.733 15.137 -1.744
H: -13.793 21.282 -6.607
H: -18.752 22.164 -4.074
H: -12.382 17.224 -1.860
H: -20.716 15.298 5.082
H: -17.416 19.505 7.191
H: -19.850 16.762 8.543
H: -11.244 22.024 0.200
H: -18.809 18.202 5.558
H: -14.338 11.941 0.070
H: -20.686 15.808 0.539
H: -21.163 21.748 2.149
H: -20.409 17.864 5.975
H: -15.750 17.900 -7.079
H: -14.694 18.127 3.709
H: -18.320 16.089 8.627

Output
Net charge: +1
HOMO energy, eV: -10.263
Lowest unoccupied orbital energy, eV: -4.19
Kohn-Sham gap, eV: 6.074

Atom charges from the Löwdin analysis, given in e for atoms 1 to 2: number 1, Pb, carries 1.68; number 2, S, carries 0.64



(7)
Entry from OMol25: a gas-phase ion, C5H13N2O (charge +1) (the ωB97M-V functional and the def2-TZVPD basis).

Atoms and positions in Å:
O: -2.777 0.144 1.200
N: -1.384 0.573 -0.725
N: 2.807 0.066 0.154
C: -1.455 -0.392 1.570
C: 1.706 -0.105 -0.682
C: 1.605 0.422 -1.903
C: 0.557 -0.804 0.007
C: -0.526 0.165 0.490
H: -0.123 1.138 0.775
H: -1.144 1.527 -0.983
H: 2.826 -0.571 0.935
H: 2.431 0.896 -2.420
H: -2.374 0.453 -0.487
H: -3.427 -0.028 1.884
H: 3.675 0.307 -0.297
H: -1.228 0.107 2.511
H: -1.220 -0.051 -1.511
H: 0.687 0.478 -2.476
H: 0.046 -1.569 -0.572
H: 0.919 -1.283 0.910
H: -1.602 -1.471 1.620

Output
Net charge: +1
HOMO energy, eV: -11.982
Lowest unoccupied orbital energy, eV: -3.09
Kohn-Sham gap, eV: 8.896

Atom charges from the Löwdin analysis, given in e for atoms 1 to 2: number 1, O, carries -0.10; number 2, N, carries 0.22



(8)
Entry from OMol25: 2 unconnected molecules or ions with the total composition C4H9NO2 (the ωB97M-V functional and the def2-TZVPD basis).

Atoms and positions in Å:
O: -0.329 -1.772 1.122
O: -0.003 0.921 1.053
N: -1.177 0.112 -1.680
C: -1.352 -1.029 -1.500
C: -0.930 1.503 -1.833
C: 1.074 0.106 1.471
C: 0.961 -1.266 0.822
H: 0.089 1.719 -1.515
H: -0.773 -1.978 0.283
H: 1.099 -1.168 -0.264
H: -1.612 2.066 -1.195
H: 1.071 -0.005 2.566
H: 1.734 -1.946 1.205
H: 2.003 0.607 1.183
H: -1.078 1.788 -2.876
H: -0.775 0.342 1.159

Output
HOMO energy, eV: -10.108
Lowest unoccupied orbital energy, eV: 0.81
Kohn-Sham gap, eV: 10.921

Atom charges from the Löwdin analysis, given in e for atoms 1 to 2: number 1, O, carries -0.10; number 2, O, carries -0.09



no.,energy (eV),largest force on an atom (eV/A)
1,-43286.8587,7.9
2,-24314.6462,6.6
3,-9772.3096,4.9
4,-7393.7951,0.3
5,-8337.3299,3.9
6,-99604.4715,11.5
7,-10416.3473,2.6
8,-9877.3834,1.1